Entry from the OMol25 dataset: 6 unconnected molecules or ions with the total composition C16H32O20S6 (ωB97M-V with the def2-TZVPD basis set).

Last column: Löwdin charge in e.
CARTESIAN COORDINATES (ANGSTROEM)
O: -2.00831 19.63715 -4.11286  -0.358
S: -1.59371 19.72664 -5.50674  0.688
O: -0.52906 19.01928 -6.11603  -0.313
C: -3.15196 19.60194 -6.52498  -0.189
C: -3.45886 21.05321 -7.06342  -0.181
C: -2.74470 22.16803 -6.19322  -0.205
C: -1.34212 21.58781 -5.86900  -0.193
H: -3.82666 19.10764 -5.82601  0.087
H: -2.84425 19.00566 -7.38397  0.089
H: -2.96977 21.16069 -8.03158  0.105
H: -4.52909 21.23144 -7.16803  0.106
H: -3.24310 22.54705 -5.30101  0.107
H: -2.55095 23.00553 -6.86342  0.101
H: -0.89040 21.96419 -4.95118  0.079
H: -0.72049 21.68328 -6.75925  0.097
O: 1.27300 22.25645 1.65563  -0.333
S: 0.77988 23.01663 0.53693  0.719
O: 1.34994 24.36146 0.30386  -0.366
C: 0.85415 21.90033 -0.99805  -0.166
C: -0.57668 21.61624 -1.38532  -0.237
C: -1.50083 21.75837 -0.19223  -0.208
C: -1.06963 23.08761 0.53185  -0.191
H: 1.39020 20.99718 -0.70639  0.091
H: 1.29046 22.41337 -1.85509  0.083
H: -0.85725 22.28535 -2.19875  0.097
H: -0.59935 20.59872 -1.77550  0.112
H: -1.64705 20.93570 0.50772  0.108
H: -2.49259 22.00611 -0.57058  0.101
H: -1.41235 23.18193 1.56226  0.101
H: -1.35555 23.95293 -0.06614  0.074
O: 4.53097 19.05270 -1.16309  -0.237
S: 3.67439 18.37159 -0.20310  0.727
O: 2.21813 18.24476 -0.58930  -0.283
O: 4.26647 16.89116 0.10538  -0.180
C: 4.56681 16.77844 1.46884  -0.208
C: 4.60903 18.08592 2.23664  -0.145
O: 3.90541 18.87968 1.30766  -0.206
H: 3.76286 16.16484 1.87535  0.131
H: 5.49606 16.21891 1.57617  0.134
H: 5.61046 18.50412 2.33832  0.130
H: 4.16196 18.07761 3.23071  0.138
O: -7.11062 18.27712 0.42859  -0.263
S: -5.88120 17.45980 0.36196  0.764
O: -5.76471 16.16572 1.01852  -0.244
O: -5.34454 17.34207 -1.20810  -0.230
C: -4.40078 18.38899 -1.59176  -0.121
C: -4.01130 19.15294 -0.20348  -0.166
O: -4.50603 18.33851 0.83493  -0.220
H: -3.48066 17.98921 -2.01797  0.109
H: -4.81133 18.93311 -2.44234  0.116
H: -4.42596 20.15758 -0.12073  0.124
H: -2.94952 18.92571 -0.29885  0.119
O: 3.78644 21.70218 -3.42444  -0.258
S: 4.16568 23.09207 -3.81381  0.739
O: 5.52081 23.60247 -3.73988  -0.241
O: 3.55775 23.55270 -5.27122  -0.207
C: 2.55634 24.59016 -5.12917  -0.147
C: 2.82172 25.18879 -3.75564  -0.193
O: 3.17415 24.08893 -2.95558  -0.213
H: 2.88456 25.34029 -5.84867  0.128
H: 1.56251 24.23076 -5.39606  0.123
H: 1.99771 25.56914 -3.15195  0.104
H: 3.64590 25.89292 -3.86979  0.135
O: -0.28927 24.76885 -3.14910  -0.244
S: -0.86386 26.05578 -2.72181  0.769
O: -2.13600 26.51048 -3.32140  -0.258
O: -1.11171 26.15555 -1.11885  -0.248
C: -1.06709 27.57121 -0.74300  -0.126
C: -0.48454 28.38690 -1.92497  -0.184
O: 0.21946 27.38362 -2.62079  -0.207
H: -1.99057 27.95734 -0.31153  0.129
H: -0.50213 27.27905 0.14219  0.134
H: 0.19698 29.18761 -1.63772  0.141
H: -1.32717 28.82612 -2.45897  0.122

Values from the calculation:
SMILES	O=S1(=O)CCCC1.O=S1(=O)CCCC1.O=S1(=O)OCCO1.O=S1(=O)OCCO1.O=S1(=O)OCCO1.O=S1(=O)OCCO1
E_HOMO	-9.9	eV
energy relative to the best compared isomer or geometry (same formula, charge and spin)	356.58	kJ/mol
net charge	0
DFT total energy	-4522.504736	Ha
HOMO-LUMO gap	9.84	eV